Molecular formula: CN3O6
Method: DFT, wB97M-V/def2-TZVPD

Computed properties:
* HOMO: -0.1754 Eh
* relative energy (zero: lowest compared OMol25 entry of this formula, charge and spin): 0.0000 eV
* orbital gap: 0.313 Ha
* LUMO energy: 3.75 eV
* total charge: -1
* maximum force: 3.24 eV/Å
* electronic energy: -653.755729 Ha

```
10
Properties=species:S:1:pos:R:3:forces:R:3
C 2.16380 0.94592 0.11086 -0.343 -0.044 0.179
N -2.24088 1.28603 0.21313 0.343 1.477 -1.189
N 0.09151 -1.08265 -0.60416 -0.069 1.166 -1.130
N -2.29008 0.30908 0.72672 -0.207 1.333 -0.236
O 1.24055 1.57543 0.36934 -1.290 1.003 0.303
O 0.51453 -1.28920 0.55533 -0.517 -0.230 -0.584
O -2.42310 -0.63962 1.35288 -0.334 -2.745 1.695
O 3.16860 0.42353 -0.05245 1.761 -0.847 -0.361
O -1.09531 -1.33691 -0.95997 1.234 -0.293 0.602
O 0.85558 -0.50352 -1.44743 -0.578 -0.819 0.721
```
Positions in Å, forces in eV/Å.

Molecular formula: C2H2OS
Method: DFT, wB97M-V/def2-TZVPD

Computed properties:
* HOMO: -0.3262 Eh
* relative energy (zero: lowest compared OMol25 entry of this formula, charge and spin): 1.7943 eV
* orbital gap: 0.322 Ha
* SMILES string: C#CSO
* LUMO energy: -0.12 eV
* maximum force: 1.91 eV/Å
* electronic energy: -550.722301 Ha

```
6
Properties=species:S:1:pos:R:3:forces:R:3
C -0.50068 1.75323 -0.18835 -0.244 -0.293 -0.329
C -0.55042 0.55586 -0.11302 0.407 -1.428 0.594
S -0.61782 -1.11152 0.12520 1.354 0.047 -0.143
O 1.09177 -1.53405 0.11907 -1.561 -0.791 0.755
H -0.54853 2.69507 -0.63243 0.095 1.047 -0.074
H 1.12567 -2.35860 0.68953 -0.050 1.419 -0.802
```
Positions in Å, forces in eV/Å.

Molecular formula: C37H77O21PS7
Method: DFT, wB97M-V/def2-TZVPD

Computed properties:
* HOMO: -0.3567 Eh
* orbital gap: 0.354 Ha
* SMILES string: CCOP(=O)(OCC)OCC.O=S1(=O)CCCC1.O=S1(=O)CCCC1.O=S1(=O)CCCC1.O=S1(=O)CCCC1.O=S1(=O)CCCC1.O=S1(=O)CCCC1.O=S1(=O)CCCC1.COC(=O)OC
* LUMO energy: -0.06 eV
* maximum force: 1.88 eV/Å
* electronic energy: -6164.757416 Ha

```
143
Properties=species:S:1:pos:R:3:forces:R:3
C 2.54671 -4.41599 2.63150 -0.568 -0.073 0.472
C 3.46493 -5.14111 1.67154 0.541 0.746 0.972
O 3.25052 -4.59703 0.35520 0.204 -0.608 -0.517
P 2.06084 -5.14097 -0.52822 0.235 -0.327 0.033
O 0.71226 -4.74674 -0.09018 0.016 -0.067 -0.296
O 2.50974 -4.64925 -1.97299 -0.464 0.264 0.763
C 1.45378 -4.44912 -2.93428 0.088 -0.200 -1.258
C 1.96763 -3.55876 -4.04876 0.074 0.829 0.479
O 2.32304 -6.71772 -0.50823 -0.121 0.609 -0.094
C 1.29185 -7.68540 -0.75138 0.449 -0.717 -0.124
C 1.45917 -8.35185 -2.10858 -0.525 -0.020 0.176
H 2.46135 -4.84577 3.63153 0.350 -0.256 -0.111
H 2.85866 -3.38404 2.79799 0.022 0.035 -0.232
H 1.53025 -4.41450 2.23459 0.053 0.009 -0.110
H 4.49665 -4.89522 1.93378 0.024 0.043 -0.260
H 3.42339 -6.22757 1.72369 -0.489 -0.022 -0.412
H 1.18420 -5.43438 -3.32789 -0.085 0.030 0.057
H 0.56219 -3.99134 -2.50931 0.159 -0.042 0.407
H 1.17611 -3.30766 -4.75552 -0.054 -0.322 -0.057
H 2.22768 -2.59778 -3.59597 0.107 -0.044 -0.047
H 2.84622 -3.91973 -4.57894 -0.088 -0.331 0.051
H 1.43592 -8.42682 0.03495 -0.286 0.050 0.082
H 0.29919 -7.24186 -0.69660 0.050 0.143 0.290
H 1.12641 -7.64579 -2.86968 0.326 -0.186 -0.281
H 2.45145 -8.75302 -2.30104 0.183 0.398 0.048
H 0.79676 -9.22113 -2.14950 -0.163 0.136 0.006
O 2.03819 0.94400 -0.83148 -0.130 0.430 -0.093
S 0.94229 0.11026 -1.26984 -0.433 -1.604 0.661
O 1.10161 -0.66257 -2.48476 -0.133 0.513 -0.054
C 0.47970 -1.02632 0.07437 -0.116 0.404 0.407
C -1.04642 -1.04867 0.06152 0.270 0.292 0.291
C -1.43717 0.41351 -0.04912 -0.640 0.420 -0.283
C -0.69148 0.93476 -1.25669 0.494 0.207 -0.941
H 0.85568 -0.48934 0.94891 -0.017 -0.283 0.214
H 0.88864 -2.03325 0.03373 0.426 0.144 -0.417
H -1.36868 -1.62913 -0.80450 -0.295 0.029 0.076
H -1.48510 -1.46234 0.96658 0.173 -0.301 -0.088
H -1.20279 0.97180 0.86274 0.331 -0.096 -0.020
H -2.50883 0.57699 -0.19706 0.023 -0.164 -0.096
H -0.60567 2.01255 -1.38565 0.196 0.000 0.269
H -1.13239 0.53032 -2.17175 -0.093 0.006 0.084
O 0.09616 4.46502 -2.76423 -0.086 0.204 0.370
S 0.91871 4.70848 -1.59610 0.824 -0.024 -0.644
O 0.55331 4.08408 -0.34485 -0.059 0.032 0.081
C 2.63916 4.31009 -2.00083 0.101 -0.040 0.091
C 3.42275 5.51450 -1.49518 -0.076 -0.076 0.650
C 2.59624 6.73852 -1.87570 -0.030 0.861 -0.234
C 1.18881 6.51403 -1.33806 -0.030 -1.583 0.012
H 2.75277 4.21984 -3.08060 -0.337 0.012 -0.041
H 2.86848 3.34628 -1.54678 -0.019 0.057 0.133
H 3.50159 5.48596 -0.40201 -0.050 -0.112 -0.027
H 4.45001 5.54982 -1.85084 -0.088 -0.025 -0.286
H 2.60072 6.90144 -2.95560 -0.081 -0.123 -0.005
H 2.98603 7.65085 -1.42001 0.135 -0.055 -0.077
H 0.32335 6.95746 -1.82121 0.225 0.484 0.004
H 1.20780 6.62863 -0.25499 -0.338 0.176 -0.007
O 7.13030 -0.91661 2.92169 -0.077 0.334 -0.504
S 6.68440 -0.47211 1.61732 -0.198 0.001 -0.429
O 6.90974 0.89268 1.16911 -0.020 -0.423 0.337
C 7.25321 -1.59819 0.32792 0.157 -0.210 1.012
C 6.15938 -1.47917 -0.72284 0.425 -0.011 0.095
C 4.81009 -1.56022 -0.01598 -0.839 0.287 0.261
C 4.92243 -0.86717 1.35199 0.792 0.007 0.452
H 7.31360 -2.52927 0.90237 -0.320 -0.274 -0.477
H 8.27750 -1.37297 0.03819 -0.133 0.366 -0.183
H 6.26506 -0.47156 -1.13106 -0.023 -0.114 -0.312
H 6.26899 -2.21567 -1.51599 -0.048 0.033 -0.045
H 4.42435 -2.56497 0.15793 0.521 -0.178 -0.150
H 4.02485 -1.09462 -0.61567 0.158 0.191 -0.035
H 4.67654 -1.54590 2.16607 -0.222 0.194 0.090
H 4.42987 0.09365 1.47863 -0.271 -0.120 -0.144
O -3.48945 3.13084 -6.37794 -0.038 -0.025 -0.033
S -3.27885 1.84189 -5.77107 -0.230 -0.461 -0.261
O -2.36185 0.89726 -6.37220 0.058 0.387 0.249
C -2.92204 2.07686 -4.01820 0.129 -0.685 0.244
C -3.87914 1.11666 -3.27422 -0.655 1.738 0.309
C -5.19188 1.19002 -4.06231 -0.631 -0.968 -0.537
C -4.83785 0.94124 -5.52437 0.511 0.115 0.340
H -3.13165 3.11661 -3.77719 -0.193 0.007 -0.122
H -1.86299 1.88814 -3.84865 -0.001 -0.041 -0.150
H -3.49934 0.11113 -3.11362 0.089 -0.066 -0.284
H -4.14995 1.56810 -2.31644 0.525 -0.301 0.277
H -5.75089 2.11333 -3.90937 0.438 0.262 0.034
H -5.88157 0.40191 -3.75507 0.055 0.034 0.118
H -5.57328 1.20121 -6.27949 0.039 0.186 0.018
H -4.53765 -0.10236 -5.61988 -0.075 -0.009 -0.251
O 1.81206 0.02521 3.05157 -0.064 -0.388 -0.046
S 2.24456 1.29233 3.58310 0.597 1.645 0.135
O 3.44525 1.40987 4.37796 -0.247 -0.447 -0.063
C 2.35709 2.53668 2.23945 -0.836 -1.281 0.754
C 1.59809 3.71648 2.80283 0.186 0.378 -0.041
C 0.35870 3.18035 3.54807 0.221 0.086 -0.801
C 0.86896 2.08533 4.48607 -0.134 -0.315 -0.325
H 1.77396 2.06506 1.44557 0.307 0.240 -0.353
H 3.40418 2.66485 1.98584 0.010 0.065 -0.028
H 2.19972 4.26877 3.52985 0.158 0.005 -0.121
H 1.36838 4.37326 1.96310 -0.291 0.131 0.224
H -0.34344 2.75977 2.82097 0.064 -0.107 -0.009
H -0.16342 4.02152 4.00093 0.023 -0.218 0.478
H 0.16506 1.27491 4.67077 -0.095 0.125 0.167
H 1.26818 2.45971 5.42482 0.088 0.013 -0.019
O -4.40816 3.01450 -0.31115 0.090 0.268 0.051
S -4.46583 4.30828 -0.96566 0.389 -0.972 -0.322
O -5.28916 4.41751 -2.14312 -0.048 0.297 0.172
C -4.77107 5.55743 0.26527 -0.382 0.647 -0.534
C -3.44332 5.78192 0.97118 0.929 0.033 0.047
C -2.28968 5.09605 0.19423 0.172 -0.765 -1.280
C -2.78427 4.84327 -1.26781 -0.140 0.829 0.609
H -5.62350 5.32667 0.89807 0.090 -0.359 0.001
H -5.05354 6.42789 -0.33309 0.008 0.019 0.087
H -3.18896 6.84149 0.98330 -0.354 0.077 0.182
H -3.44965 5.42460 1.99787 -0.115 0.014 0.019
H -1.98204 4.13459 0.60373 -0.225 0.019 0.201
H -1.37535 5.68216 0.14891 -0.139 0.232 0.214
H -2.23605 4.17922 -1.93190 0.032 -0.465 0.503
H -2.81017 5.78217 -1.83082 -0.341 0.063 0.132
O 1.27693 -3.25999 5.38928 0.224 0.560 0.125
S 0.05622 -2.50883 5.24408 -1.613 -0.444 -0.659
O -0.25236 -1.28307 5.95581 0.710 -0.252 -0.140
C -0.35956 -2.27234 3.45787 -0.440 -0.101 0.952
C -1.72649 -2.93849 3.29116 0.126 -0.623 0.138
C -1.65545 -4.21058 4.17375 -0.091 0.592 -0.751
C -1.30191 -3.66737 5.53570 -0.318 -0.276 0.692
H 0.38713 -2.82670 2.89899 0.224 0.519 -0.202
H -0.40841 -1.19429 3.34319 0.512 -0.036 -0.442
H -2.52677 -2.27395 3.62294 -0.015 -0.038 0.091
H -1.94040 -3.22165 2.26090 0.157 0.176 -0.084
H -0.86390 -4.83642 3.75420 0.000 -0.155 0.196
H -2.59122 -4.76474 4.13003 0.008 -0.039 0.249
H -1.02110 -4.39454 6.29708 0.320 -0.022 -0.175
H -2.15608 -3.12103 5.93998 0.131 0.235 -0.057
C -4.61621 0.09898 2.29454 0.106 0.165 0.860
O -5.45426 0.04641 1.15508 -0.015 -0.117 -0.591
C -5.10939 -0.82008 0.19936 0.777 -0.216 0.849
O -4.25316 -1.66117 0.32933 -0.094 -0.053 -0.343
O -5.84707 -0.59005 -0.86556 -0.248 0.146 -0.101
C -5.86648 -1.54251 -1.90903 -0.663 -0.448 -1.121
H -5.18291 0.73459 2.97211 0.303 0.053 0.112
H -3.62823 0.52116 2.10063 -0.182 0.235 -0.362
H -4.42065 -0.85502 2.78801 -0.421 -0.222 -0.346
H -6.73437 -1.24564 -2.49671 -0.044 -0.120 0.025
H -6.01493 -2.58042 -1.61343 0.087 0.155 0.579
H -5.02784 -1.53182 -2.60657 0.397 0.342 0.490
```
Positions in Å, forces in eV/Å.

Molecular formula: C4H10O
Method: DFT, wB97M-V/def2-TZVPD

Computed properties:
* HOMO: -0.3733 Eh
* relative energy (zero: lowest compared OMol25 entry of this formula, charge and spin): 0.2051 eV
* orbital gap: 0.412 Ha
* SMILES string: CC[C@@H](C)O
* LUMO energy: 1.06 eV
* maximum force: 0.47 eV/Å
* electronic energy: -233.637411 Ha

```
15
Properties=species:S:1:pos:R:3:forces:R:3
C -0.34924 1.11691 1.55365 0.020 -0.086 0.124
C -0.18426 0.85154 0.05415 0.024 -0.100 -0.024
C -0.29849 -0.64306 -0.27772 -0.278 0.304 -0.221
C -0.19594 -0.89559 -1.77186 -0.006 0.002 -0.014
O 0.73279 -1.38680 0.35133 0.060 0.009 0.274
H 0.07021 0.29421 2.15339 -0.105 0.281 -0.042
H -1.40512 1.20197 1.82980 0.150 -0.017 -0.019
H 0.17018 2.01936 1.88575 -0.143 -0.033 -0.115
H -0.95157 1.39220 -0.51481 0.132 -0.048 0.113
H 0.79062 1.21139 -0.30110 -0.123 -0.124 0.072
H -1.28184 -0.99902 0.08024 0.154 0.022 -0.047
H -0.99637 -0.36257 -2.29611 0.123 -0.084 0.048
H 0.76955 -0.54020 -2.14833 -0.127 -0.036 0.060
H -0.28079 -1.96217 -2.00008 0.011 0.142 0.079
H 0.73619 -1.13534 1.28588 0.107 -0.232 -0.287
```
Positions in Å, forces in eV/Å.

Molecular formula: C4H7NO
Method: DFT, wB97M-V/def2-TZVPD

Computed properties:
* HOMO: -0.3469 Eh
* relative energy (zero: lowest compared OMol25 entry of this formula, charge and spin): 2.6077 eV
* orbital gap: 0.385 Ha
* SMILES string: O[C@H]1C[C@H]2N[C@@H]12
* LUMO energy: 1.04 eV
* maximum force: 0.34 eV/Å
* electronic energy: -286.535816 Ha

```
13
Properties=species:S:1:pos:R:3:forces:R:3
O -1.33109 1.21840 1.00767 0.171 0.182 0.070
C -1.03412 0.04577 0.31419 -0.090 -0.289 -0.101
C -0.44215 0.18240 -1.13333 -0.021 0.073 -0.112
C 0.83350 -0.47234 -0.62166 0.105 -0.145 -0.287
N 1.29559 0.36813 0.49727 0.190 0.032 0.045
C 0.26286 -0.65721 0.73017 -0.114 -0.192 0.256
H -0.47760 1.67539 1.08872 -0.180 0.021 0.035
H -1.91806 -0.59537 0.34835 0.139 0.065 -0.012
H -0.33494 1.20720 -1.49995 -0.006 -0.129 0.042
H -0.98214 -0.42628 -1.86384 0.066 0.087 0.117
H 1.52987 -1.10557 -1.16137 -0.116 0.107 0.095
H 2.18570 0.00347 0.83100 -0.112 0.052 -0.034
H 0.41257 -1.44400 1.46276 -0.032 0.136 -0.115
```
Positions in Å, forces in eV/Å.

Molecular formula: H3NO3Si
Method: DFT, wB97M-V/def2-TZVPD

Computed properties:
* HOMO: -0.3907 Eh
* relative energy (zero: lowest compared OMol25 entry of this formula, charge and spin): 2.2737 eV
* orbital gap: 0.365 Ha
* SMILES string: O=[SiH2].O=NO
* LUMO energy: -0.70 eV
* maximum force: 2.92 eV/Å
* electronic energy: -571.630439 Ha

```
8
Properties=species:S:1:pos:R:3:forces:R:3
O 0.28532 -0.68961 1.45664 -0.038 -0.557 0.471
Si 0.95803 0.10575 0.36737 -0.269 0.790 -0.969
H 1.43773 -0.20327 -0.95223 0.415 -1.366 -0.529
H 1.04870 1.52378 0.15218 -0.053 1.059 0.965
O -1.91081 1.41991 -0.34114 -0.701 -1.154 0.935
N -2.22503 0.56604 0.43828 0.558 1.693 -0.277
O -2.16755 -0.64876 -0.14491 1.120 -2.587 0.762
H -1.87084 -1.34859 0.56888 -1.033 2.122 -1.358
```
Positions in Å, forces in eV/Å.

Molecular formula: C4H14FGaN2O4P
Method: DFT, wB97M-V/def2-TZVPD

Computed properties:
* HOMO: -0.1655 Eh
* orbital gap: 0.269 Ha
* LUMO energy: 2.82 eV
* total charge: -1
* maximum force: 0.90 eV/Å
* electronic energy: -2937.453771 Ha

```
27
Properties=species:S:1:pos:R:3:forces:R:3
N -2.31230 -2.62632 1.49927 -0.053 0.130 -0.258
P -1.36338 -1.37556 1.36589 -0.178 -0.603 0.641
O -2.26458 -0.05195 1.03577 -0.063 0.515 0.178
O -0.45502 -1.56972 0.02270 0.100 0.099 -0.608
Ga 0.05446 -0.88968 3.21650 0.818 -0.149 0.268
N 0.03195 -2.40041 4.39007 0.002 0.310 -0.172
F -0.85597 0.46916 4.01761 -0.325 0.107 -0.105
H -3.26537 -2.29728 1.40480 -0.280 -0.238 0.058
H -2.04152 0.62456 1.69712 -0.048 0.046 -0.168
H -1.01796 -2.05537 -0.60640 0.199 -0.064 0.199
H 1.50366 -0.39338 2.80517 -0.033 -0.026 -0.052
H -0.93556 -2.55410 4.64277 -0.232 -0.074 0.139
H 0.26007 -3.21747 3.83598 0.122 -0.189 -0.024
O 0.07599 2.31451 0.34206 -0.089 0.420 0.398
C 0.34788 1.75035 -0.67227 -0.187 -0.426 -0.308
O 1.64350 1.73573 -1.07074 0.093 0.099 0.061
C 2.09439 0.92809 -2.14985 0.017 -0.097 -0.099
C 1.89055 1.59705 -3.49458 -0.053 0.053 0.009
C -0.71491 1.10211 -1.52984 0.090 -0.093 -0.114
H 1.63419 -0.05875 -2.10558 -0.040 -0.023 -0.003
H 3.15678 0.79017 -1.95900 0.052 -0.002 0.011
H 0.83400 1.76231 -3.70347 -0.017 -0.042 -0.005
H 2.30499 0.97964 -4.29256 0.021 -0.018 -0.009
H 2.38860 2.56591 -3.50961 0.043 0.021 -0.004
H -1.17152 1.87394 -2.15035 0.028 0.071 -0.035
H -1.46790 0.69632 -0.86245 -0.009 0.111 0.022
H -0.35502 0.30013 -2.16901 0.024 0.063 -0.020
```
Positions in Å, forces in eV/Å.

Question: Which of these has the highest LUMO energy?
Answer: CN3O6

Question: What is the formula in the sixth record?
Answer: H3NO3Si

Question: Which of these has the lowest electronic energy?
Answer: C37H77O21PS7